This record from the OMol25 dataset describes a structure of composition C24H29BrN4O3PdS. The level of theory is the ωB97M-V functional and the def2-TZVPD basis.

Last column: Löwdin charge in e.
Geometry (Å):
Pd 1.489 -0.033 -0.135  0.2502
N 5.135 3.291 6.973  0.0583
C 4.913 3.425 5.580  -0.3435
C 5.977 3.659 4.716  -0.0533
C 5.755 3.808 3.354  -0.0717
C 4.469 3.739 2.848  -0.2926
C 3.402 3.516 3.705  -0.0553
C 3.621 3.360 5.064  -0.0471
S 4.150 3.899 1.096  0.5408
O 5.427 4.212 0.483  -0.3620
O 3.135 4.926 0.998  -0.3556
N 3.490 2.529 0.657  -0.0939
C 4.152 1.376 0.788  -0.4662
N 5.406 1.336 1.309  0.1089
C 6.017 0.171 1.395  -0.1839
C 5.449 -1.015 0.970  -0.1038
C 4.156 -0.910 0.475  -0.1824
N 3.489 0.236 0.391  -0.0442
H 6.045 2.902 7.174  0.0677
H 4.425 2.725 7.414  0.0691
H 6.987 3.708 5.112  0.0970
H 6.572 3.954 2.660  0.1042
H 2.403 3.447 3.293  0.1180
H 2.786 3.174 5.731  0.1012
H 7.017 0.189 1.828  0.0908
H 5.960 -1.965 1.031  0.0736
H 3.608 -1.780 0.137  0.0747
C -4.769 -3.801 -3.888  -0.0624
C -4.678 -3.858 -2.356  -0.5685
C -6.026 -3.414 -1.765  -0.0627
C -4.447 -5.315 -1.953  -0.0843
C -3.559 -2.943 -1.865  -0.2143
C -2.466 -3.390 -1.139  -0.1274
C -1.477 -2.514 -0.729  -0.5904
Br -0.036 -3.230 0.293  0.6389
C -1.463 -1.121 -1.029  -0.4425
O -0.545 -0.318 -0.698  -0.2745
C -2.636 -0.666 -1.753  -0.0931
C -3.604 -1.569 -2.141  -0.0187
C -2.745 0.820 -2.107  -0.5404
C -4.091 1.150 -2.758  -0.0938
C -2.625 1.691 -0.847  -0.0518
C -1.631 1.196 -3.100  -0.0464
H -5.579 -4.441 -4.257  0.0714
H -3.830 -4.135 -4.334  0.0855
H -4.956 -2.783 -4.233  0.0719
H -6.839 -4.055 -2.123  0.0713
H -6.256 -2.385 -2.042  0.0716
H -5.995 -3.466 -0.675  0.0849
H -5.267 -5.936 -2.327  0.0735
H -4.405 -5.425 -0.868  0.0813
H -3.513 -5.697 -2.369  0.0817
H -2.359 -4.432 -0.866  0.0751
H -4.457 -1.196 -2.699  0.0818
H -4.929 0.868 -2.114  0.0787
H -4.215 0.652 -3.723  0.0730
H -4.145 2.228 -2.936  0.0734
H -3.371 1.390 -0.106  0.0842
H -2.806 2.739 -1.107  0.0734
H -1.639 1.598 -0.398  0.0726
H -1.741 0.624 -4.026  0.0799
H -0.656 0.987 -2.666  0.0710
H -1.681 2.263 -3.344  0.0768

Atomic forces in eV per Å
0.008 0.073 -0.034
0.004 -0.004 -0.001
-0.002 0.007 -0.003
0.002 0.002 0.007
0.006 -0.019 -0.018
-0.008 0.019 0.000
0.003 -0.014 0.009
-0.001 0.000 0.004
-0.016 -0.017 0.009
0.015 -0.003 -0.029
0.001 -0.020 0.004
-0.039 0.053 -0.009
0.034 -0.033 -0.033
-0.002 -0.011 0.028
0.006 0.008 0.004
-0.010 -0.001 -0.006
0.008 0.011 0.018
0.002 -0.035 0.009
-0.002 0.002 0.001
-0.002 0.000 0.002
0.000 0.001 0.001
-0.006 -0.001 0.005
-0.003 -0.001 -0.001
-0.001 0.000 0.004
0.000 0.003 -0.001
-0.004 -0.002 -0.002
0.004 -0.002 -0.005
-0.004 -0.003 -0.003
0.002 0.000 0.002
0.007 0.006 0.001
0.000 -0.006 0.002
-0.009 -0.018 0.009
-0.012 0.013 0.024
0.030 0.008 -0.029
-0.006 -0.007 -0.011
-0.006 -0.008 0.011
-0.049 0.050 -0.014
0.068 -0.011 -0.025
-0.041 -0.012 -0.013
0.003 -0.033 -0.024
-0.001 0.040 -0.054
-0.018 0.001 0.032
-0.018 0.003 0.093
0.002 0.001 0.001
0.000 0.000 -0.001
-0.001 0.001 0.000
-0.001 -0.001 0.000
0.001 0.002 0.000
0.000 0.001 0.000
0.000 -0.001 -0.001
0.001 0.001 -0.001
-0.001 -0.003 0.000
0.003 0.000 -0.002
0.024 -0.024 0.024
-0.006 0.037 0.001
0.001 -0.025 0.001
0.002 0.001 0.007
-0.015 0.005 -0.015
0.025 0.016 0.006
-0.003 -0.018 -0.010
0.002 0.001 0.005
0.043 -0.017 0.009
-0.020 -0.016 0.009

Computed properties:
Net charge: -2
ΔE to the lowest compared entry with this formula, charge and spin: 0.0 kJ/mol
Multiplicity: 1

***

This record from the OMol25 dataset describes an isolated molecule of C3H9N3O at a distorted geometry. The level of theory is the ωB97M-V functional and the def2-TZVPD basis.

Last column: Löwdin charge in e.
Geometry (Å):
C -1.190 0.696 -0.426  -0.5335
C 1.348 -0.160 1.089  -0.0422
N -0.912 -0.642 -0.053  0.0540
C 0.534 -0.925 0.074  -0.4362
N -0.160 1.216 -1.319  0.0682
O -1.189 1.507 0.715  -0.0172
N 0.984 -2.076 -0.291  0.1197
H -1.453 0.905 1.428  0.1017
H -1.399 -1.300 -0.648  0.1154
H -2.166 0.780 -0.912  0.1373
H 0.211 0.543 -1.980  0.0862
H 0.375 1.920 -0.814  0.0815
H 0.323 -2.574 -0.887  0.0390
H 0.871 -0.209 2.070  0.0843
H 2.362 -0.567 1.159  0.0808
H 1.461 0.884 0.795  0.0610

Atomic forces in eV per Å
0.525 0.963 -1.020
0.219 0.629 -0.513
1.625 -0.596 0.189
-1.437 -2.979 0.958
-1.236 0.800 0.528
-0.075 0.117 0.480
0.070 1.434 -0.286
0.060 0.388 -0.106
0.288 -0.192 0.078
-0.130 -0.381 0.014
0.412 0.591 0.466
0.379 -0.571 -0.869
-0.094 0.006 0.091
-0.040 0.043 -0.129
-0.386 -0.237 -0.133
-0.181 -0.015 0.252

Computed properties:
ΔE to the lowest compared entry with this formula, charge and spin: 142.7 kJ/mol
Multiplicity: 1
Structure (SMILES): [H]/N=C(/C)N[C@H](N)O

***

This record from the OMol25 dataset describes an isolated molecule of C4H4Cl2 at a distorted geometry. The level of theory is the ωB97M-V functional and the def2-TZVPD basis.

Last column: Löwdin charge in e.
Geometry (Å):
C 1.377 -1.045 -0.012  -0.5632
C 0.025 -0.925 0.115  -0.2034
C -0.931 0.245 -0.065  -0.7059
C -0.673 1.547 0.063  -0.0085
H 1.866 -2.032 0.079  0.0670
H -0.508 -1.871 0.327  0.0886
H -1.414 2.291 -0.032  0.0471
H 0.289 1.932 0.305  0.0409
Cl 2.534 0.182 -0.392  0.6095
Cl -2.564 -0.325 -0.390  0.6280

Atomic forces in eV per Å
-1.384 -0.412 0.078
0.522 0.126 -0.338
1.148 -0.587 0.394
0.007 -1.090 -0.050
-0.524 0.733 0.080
0.483 0.602 -0.122
-0.959 0.478 -0.214
0.770 -0.188 0.108
-0.407 0.065 0.052
0.343 0.270 0.013

Computed properties:
ΔE to the lowest compared entry with this formula, charge and spin: 24.4 kJ/mol
Multiplicity: 1
Structure (SMILES): C=C(Cl)/C=C\Cl

***

This record from the OMol25 dataset describes a cluster of 10 separate species, C34H62I2O15P2 in total at a distorted geometry. The level of theory is the ωB97M-V functional and the def2-TZVPD basis.

Last column: Löwdin charge in e.
Geometry (Å):
C -2.312 1.795 -0.218  -0.1940
C -1.522 2.818 -1.092  -0.7476
I -2.654 4.700 -0.943  0.7980
C -0.088 3.144 -0.568  -0.7416
I 0.950 4.420 -1.988  0.9316
C 0.798 1.921 -0.323  -0.1912
C 1.011 1.258 0.845  -0.2863
P 0.136 1.779 2.391  0.9022
P 1.555 3.115 3.397  0.3184
O 2.959 2.747 3.147  -0.3296
O 1.308 4.647 2.823  -0.1833
O 1.163 3.084 5.009  -0.1950
C 2.022 0.119 0.604  -0.4150
O 2.264 -0.824 1.228  0.1973
O 2.691 0.482 -0.587  0.1017
C 1.703 1.138 -1.318  -0.4438
O 1.505 1.120 -2.463  0.1664
H -2.299 2.102 0.848  0.0363
H -3.383 1.813 -0.519  0.0636
H -1.881 0.777 -0.357  0.0759
H -1.553 2.579 -2.177  0.0600
H -0.170 3.704 0.382  0.0319
H -0.063 0.645 3.235  -0.0505
H 0.341 4.785 2.894  0.0704
H 1.597 3.877 5.389  0.0696
C 0.025 -3.133 0.756  -0.0121
C -1.330 -3.087 0.101  -0.5040
O -2.087 -2.154 0.283  0.0353
C -1.705 -4.242 -0.787  -0.0168
H 0.161 -2.240 1.365  0.0638
H 0.097 -4.011 1.401  0.0929
H 0.806 -3.160 -0.005  0.0910
H -1.708 -5.167 -0.211  0.0604
H -0.999 -4.318 -1.616  0.0904
H -2.704 -4.077 -1.192  0.0848
C -4.198 -4.114 2.135  -0.0072
C -3.839 -5.572 2.023  -0.4736
O -2.702 -5.931 1.792  0.0359
C -4.951 -6.572 2.211  -0.0128
H -3.309 -3.506 1.979  0.0633
H -4.937 -3.853 1.374  0.0956
H -4.596 -3.905 3.130  0.0906
H -5.722 -6.418 1.454  0.0902
H -5.381 -6.468 3.209  0.0887
H -4.553 -7.581 2.105  0.0692
C -3.266 4.935 -5.498  -0.0141
C -1.970 4.202 -5.263  -0.4850
O -1.577 3.962 -4.140  -0.0605
C -1.187 3.782 -6.476  -0.0177
H -3.724 5.176 -4.539  0.0694
H -3.076 5.863 -6.040  0.0869
H -3.952 4.304 -6.067  0.0886
H -0.906 4.659 -7.061  0.0931
H -1.781 3.100 -7.085  0.0519
H -0.279 3.267 -6.158  0.0860
C 3.732 5.116 9.199  -0.0337
C 3.421 5.643 7.824  -0.4999
O 2.287 5.947 7.500  0.0492
C 4.571 5.781 6.861  -0.0229
H 2.814 5.070 9.784  0.0839
H 4.151 4.111 9.125  0.0853
H 4.435 5.779 9.704  0.0799
H 5.027 4.805 6.686  0.0879
H 5.311 6.477 7.260  0.0871
H 4.199 6.171 5.914  0.0813
C -2.667 0.432 -9.970  -0.0292
C -1.784 1.601 -9.629  -0.4805
O -2.192 2.529 -8.961  0.0376
C -0.369 1.574 -10.149  -0.0174
H -3.652 0.582 -9.533  0.0770
H -2.773 0.349 -11.055  0.0876
H -2.242 -0.486 -9.564  0.0715
H -0.373 1.542 -11.239  0.0851
H 0.157 0.705 -9.751  0.0857
H 0.152 2.476 -9.827  0.0817
C 4.736 0.532 -3.081  -0.0224
C 6.224 0.305 -3.158  -0.5013
O 6.956 1.091 -3.718  0.0645
C 6.765 -0.945 -2.509  -0.0256
H 4.490 1.465 -3.587  0.0878
H 4.205 -0.284 -3.574  0.0926
H 4.418 0.611 -2.042  0.0644
H 6.325 -1.828 -2.975  0.0829
H 6.541 -0.936 -1.440  0.0850
H 7.846 -0.980 -2.640  0.0795
C 3.383 4.793 14.168  -0.0231
C 4.045 4.481 12.849  -0.5001
O 4.564 5.349 12.183  0.0575
C 4.032 3.043 12.394  -0.0225
H 3.466 5.860 14.369  0.0827
H 2.326 4.525 14.127  0.0860
H 3.877 4.244 14.971  0.0854
H 3.003 2.698 12.275  0.0883
H 4.555 2.418 13.120  0.0861
H 4.541 2.964 11.433  0.0726
C -2.211 -8.660 0.494  -0.0256
C -1.494 -8.960 -0.799  -0.5010
O -0.961 -8.082 -1.442  0.0640
C -1.467 -10.397 -1.260  -0.0284
H -2.150 -7.590 0.702  0.0447
H -3.262 -8.944 0.409  0.0840
H -1.740 -9.205 1.315  0.0934
H -2.485 -10.756 -1.420  0.0832
H -0.964 -11.017 -0.516  0.0840
H -0.920 -10.465 -2.200  0.0801
C -2.071 -2.427 -6.264  -0.0178
C -3.446 -1.928 -6.629  -0.4913
O -3.621 -1.194 -7.578  0.0611
C -4.596 -2.379 -5.764  -0.0220
H -1.342 -2.025 -6.968  0.0786
H -1.808 -2.093 -5.259  0.0860
H -2.044 -3.516 -6.315  0.0866
H -4.443 -2.043 -4.737  0.0857
H -4.679 -3.467 -5.793  0.0853
H -5.522 -1.946 -6.140  0.0820

Atomic forces in eV per Å
0.111 0.302 -0.374
-0.460 0.171 0.327
0.218 -0.377 -0.039
0.051 -0.728 -0.462
0.002 -0.078 0.565
0.902 -1.187 1.214
-0.253 0.304 0.124
-1.238 0.152 -0.346
2.130 -0.136 0.801
-0.470 0.215 -0.019
-1.205 -1.908 0.890
0.049 0.857 -1.968
-0.665 3.680 -0.584
0.642 -1.871 1.156
-1.196 -0.991 -0.547
-1.066 2.069 2.281
0.578 -0.704 -2.321
0.180 -0.312 -0.621
0.815 -0.238 0.013
-0.400 0.588 0.264
0.192 0.166 0.777
0.133 -0.271 -0.594
0.810 0.323 -0.262
0.385 0.516 -0.160
-0.288 -0.357 0.212
-0.158 0.292 0.139
-0.121 0.115 -0.024
0.122 -0.046 -0.013
-0.265 0.165 -0.113
0.003 -0.065 -0.027
0.090 -0.095 -0.167
0.044 -0.193 0.070
0.218 -0.032 -0.115
0.074 -0.168 0.095
0.049 0.028 0.023
0.362 -0.005 -0.022
0.201 0.007 0.001
-0.301 0.354 0.270
0.252 -0.267 -0.069
-0.086 -0.002 -0.008
-0.114 0.021 0.140
-0.196 -0.015 -0.089
-0.110 0.089 0.152
-0.153 0.089 -0.095
-0.015 0.058 0.021
-0.078 0.026 0.375
0.250 -0.041 0.145
-0.212 -0.118 -0.195
0.184 -0.157 0.464
0.055 -0.021 -0.032
-0.076 -0.102 -0.169
0.066 0.116 -0.179
-0.184 -0.082 -0.182
0.064 0.352 -0.008
-0.036 0.068 0.048
-0.357 0.117 -0.077
-0.489 0.074 -0.073
0.372 -0.218 0.016
-0.245 0.119 -0.255
0.049 0.030 -0.035
0.203 0.097 0.032
0.124 -0.194 0.015
0.164 0.073 0.104
0.111 -0.173 0.043
0.030 -0.022 0.046
-0.187 0.245 0.019
-0.204 0.083 0.060
0.013 -0.224 -0.441
0.059 0.331 0.172
0.087 -0.055 0.025
0.161 -0.113 0.000
-0.021 -0.037 -0.148
0.051 -0.195 0.022
-0.025 -0.079 -0.184
-0.039 -0.045 -0.010
0.140 0.341 -0.222
0.103 0.211 -0.135
-0.059 -0.123 0.074
0.308 0.077 -0.078
0.022 -0.063 -0.009
-0.072 -0.055 0.206
0.023 -0.247 -0.072
-0.113 -0.016 0.172
-0.148 -0.139 -0.046
-0.061 0.026 -0.008
0.069 0.303 -0.046
0.120 0.207 -0.118
-0.040 -0.127 0.150
0.150 0.096 -0.256
0.009 -0.058 -0.037
0.051 -0.156 0.117
-0.164 -0.119 -0.001
0.031 -0.105 0.168
-0.183 -0.066 0.050
-0.016 0.022 0.061
0.214 0.392 -0.220
0.070 0.133 -0.078
-0.077 -0.106 0.061
0.196 0.103 -0.296
-0.008 -0.380 -0.034
0.046 -0.180 0.104
-0.167 -0.119 0.003
0.025 -0.104 0.175
-0.186 -0.066 0.047
-0.027 0.020 0.053
0.098 0.164 -0.245
-0.057 0.164 -0.186
0.032 -0.181 0.214
-0.197 0.173 -0.182
-0.051 -0.009 0.036
-0.027 -0.185 0.052
0.002 0.005 0.203
0.048 -0.192 0.040
0.081 0.004 0.187
0.068 -0.010 0.001

Computed properties:
Electronic energy: -3739.44448 Ha
Multiplicity: 1
Structure (SMILES): C[C@@H](I)[C@H](I)C1=C(PP(=O)(O)O)C(=O)OC1=O.CC(C)=O.CC(C)=O.CC(C)=O.CC(C)=O.CC(C)=O.CC(C)=O.CC(C)=O.CC(C)=O.CC(C)=O

***

What is the multiplicity in the third record? 1

***

multiplicity of number 1 (C24H29BrN4O3PdS)? 1